145
Properties=species:S:1:pos:R:3 method="wB97M-V/def2-TZVPD" gap_ev=7.865 energy_ev=-164274.685 smiles="CCCCCCCCCCCCCCc1cc(CCCN)cc2c1Sc1cc(CN)c(CCCI)cc1N2.O=S1(=O)OCCO1.O=S1(=O)OCCO1.O=S1(=O)OCCO1.O=S1(=O)OCCO1.O=S1(=O)OCCO1" homo_energy_ha=-0.3070 spin_multiplicity=1
C -0.98632 -2.99391 4.57092
C -2.17143 -4.08119 4.54057
C -2.96379 -3.89632 3.14528
C -3.46485 -2.36105 2.92384
C -2.55413 -1.55920 1.85617
C -3.43917 -0.73782 0.79794
C -4.02466 -1.72959 -0.33291
C -5.63452 -1.73774 -0.18808
C -6.28424 -0.41001 -0.84128
C -7.26061 0.34606 0.20785
C -6.81056 1.87764 0.47445
C -6.23932 2.02237 1.97658
C -7.07610 3.15906 2.74341
C -6.16970 4.29582 3.43324
C -5.23619 4.91710 2.29144
C -5.86567 5.50860 0.99698
C -4.87736 6.06565 -0.07012
C -5.38709 6.66431 -1.49147
C -4.47495 5.89692 -2.61095
C -4.51984 4.30190 -2.42485
N -3.24696 3.68623 -1.93611
C -3.31378 6.09518 0.13084
C -2.68742 5.51143 1.41530
C -3.69628 4.91371 2.47514
S -2.86116 4.16669 3.97622
C -1.38720 3.32503 3.17743
C -0.87701 1.91247 3.55314
C 0.35599 1.36483 2.73890
C 0.89386 -0.10695 3.05035
N 2.13574 -0.16041 3.88138
C 1.08004 2.21349 1.62679
C 2.37594 1.68804 0.81447
C 3.72487 2.45978 1.25771
C 4.79790 2.27734 0.04432
I 5.37162 0.15658 -0.21762
C 0.54687 3.63580 1.26681
C -0.71015 4.17744 2.03645
N -1.22098 5.50839 1.64329
H -0.53416 -2.79213 3.52529
H -0.16239 -3.35395 5.29787
H -1.35597 -1.98562 5.00169
H -2.84530 -3.97144 5.46432
H -1.66467 -5.11962 4.58291
H -3.89129 -4.58288 3.08997
H -2.25179 -4.22396 2.30326
H -4.56986 -2.44359 2.62133
H -3.40338 -1.78112 3.90771
H -1.87370 -0.85412 2.45189
H -1.93440 -2.33373 1.28728
H -4.34101 -0.31615 1.37290
H -2.80955 0.09511 0.31388
H -3.77880 -1.40581 -1.40506
H -3.59578 -2.79000 -0.18250
H -5.85894 -1.80203 0.94286
H -6.00288 -2.71071 -0.66305
H -5.46487 0.32844 -1.19178
H -6.90903 -0.76627 -1.74236
H -7.40616 -0.25646 1.18182
H -8.31335 0.37269 -0.27686
H -7.72875 2.53834 0.25831
H -5.99707 2.23981 -0.26428
H -6.31806 1.01192 2.53120
H -5.11955 2.24040 1.88522
H -7.84287 3.70346 2.08495
H -7.69511 2.61602 3.55508
H -6.86750 5.13202 3.82576
H -5.60198 3.90406 4.34236
H -7.00303 5.50270 0.82009
H -5.29384 7.79836 -1.54242
H -6.46141 6.28358 -1.69266
H -4.95252 6.11680 -3.64403
H -3.41451 6.33935 -2.67319
H -4.73467 3.82100 -3.45674
H -5.40632 3.96906 -1.75817
H -2.47864 4.36686 -1.87461
H -3.38175 3.18099 -1.04586
H -2.62110 6.50654 -0.68317
H -1.40070 1.30079 4.36071
H 0.00851 -0.70112 3.50013
H 1.11690 -0.63153 2.04456
H 1.99912 -0.85404 4.64264
H 2.87713 -0.60097 3.29830
H 2.18824 1.96717 -0.28335
H 2.52945 0.55635 0.96717
H 4.18604 2.04648 2.22171
H 3.47234 3.58436 1.36623
H 5.78057 2.82527 0.24689
H 4.30752 2.65306 -0.92135
H 0.99738 4.32641 0.48250
H -1.05886 6.14165 2.45499
O 8.34730 -4.87311 3.28875
S 9.03444 -4.02955 2.35515
O 10.18640 -4.46072 1.61859
O 9.38969 -2.63311 3.09972
C 8.79403 -1.54625 2.38933
C 7.55784 -2.13083 1.72439
O 7.94668 -3.43986 1.30610
H 9.51219 -1.19108 1.64500
H 8.54908 -0.73286 3.07314
H 7.22345 -1.53710 0.87288
H 6.73639 -2.23465 2.43971
O 10.32436 -9.65893 -0.17132
S 10.59132 -9.74488 1.23397
O 10.95072 -10.96984 1.88229
O 9.33919 -9.08516 2.02779
C 9.80265 -8.00427 2.83891
C 11.03325 -7.46566 2.12591
O 11.69908 -8.62051 1.61168
H 10.06014 -8.40378 3.82409
H 9.02495 -7.24779 2.94720
H 11.69010 -6.90827 2.79359
H 10.75351 -6.83237 1.28034
O 0.55799 -4.98269 0.17609
S 0.08255 -3.95067 -0.69661
O -1.29664 -3.81072 -1.05384
O 0.96682 -3.98812 -2.05464
C 1.60309 -2.72440 -2.24708
C 1.79472 -2.15357 -0.85007
O 0.61576 -2.52264 -0.13400
H 0.93710 -2.09420 -2.84331
H 2.54942 -2.85114 -2.77409
H 1.91819 -1.07022 -0.85755
H 2.65260 -2.61416 -0.35061
O -0.43276 0.60401 -7.21538
S -0.43446 0.91129 -5.81470
O 0.45880 0.29142 -4.88175
O -1.95007 0.75400 -5.26424
C -2.38584 1.99488 -4.70121
C -1.61757 3.06927 -5.45229
O -0.31296 2.52120 -5.64854
H -2.12950 1.99594 -3.63913
H -3.46480 2.10524 -4.81295
H -1.56306 4.00599 -4.89765
H -2.05766 3.25503 -6.43662
O 4.65006 -1.58546 -10.01890
S 4.64695 -1.27731 -8.61965
O 5.53782 -1.89752 -7.68601
O 3.12849 -1.43300 -8.07030
C 2.69358 -0.19339 -7.50817
C 3.46540 0.88133 -8.25750
O 4.76936 0.33309 -8.45218
H 2.94902 -0.19329 -6.44460
H 1.61452 -0.08099 -7.62161
H 3.52035 1.81776 -7.70214
H 3.02680 1.06819 -9.24221